Computed, not measured: C20H19N4O4SV as an isolated structure, with wB97M-V/def2-TZVPD.

Last column: Löwdin spin population.
Element x y z (Å)
V1 0.3124 -1.6755 1.9997  1.8729
C1 -0.1641 -2.7054 3.9891  0.0042
C2 1.1935 -2.3089 3.9945  0.0004
C3 1.2371 -0.8844 3.9762  0.0073
C4 -0.0872 -0.4117 3.9245  -0.0049
C5 -0.9573 -1.5355 3.9220  -0.0035
H1 -0.5315 -3.7176 4.0230  0.0013
H2 2.0450 -2.9647 4.0803  0.0019
H3 2.1252 -0.2777 4.0503  0.0018
H4 -0.3907 0.6231 3.9235  0.0004
H5 -2.0350 -1.5032 3.9403  0.0016
O1 0.3188 3.2645 -5.1618  0.0000
S1 -0.7458 4.2476 -5.2469  0.0000
O2 -0.3665 5.5921 -4.8568  -0.0001
O3 -1.5851 4.1513 -6.4198  0.0000
C6 -1.8525 3.7728 -3.9045  -0.0003
N1 -3.0886 4.3101 -3.8746  0.0013
C7 -3.8700 3.9834 -2.8666  -0.0001
C8 -3.4829 3.1173 -1.8457  0.0013
C9 -2.2041 2.6244 -1.9652  0.0002
N2 -1.3978 2.9371 -2.9619  0.0009
C10 -1.5814 1.6691 -0.9794  0.0063
C11 -0.2641 1.2777 -1.1783  -0.0013
C12 0.3205 0.3956 -0.2981  0.0091
N3 -0.3136 -0.1200 0.7670  0.0090
C13 -1.5881 0.2590 0.9511  0.0116
C14 -2.2485 1.1367 0.1148  -0.0005
H6 -4.8620 4.4265 -2.8568  0.0000
H7 -4.1521 2.8775 -1.0319  0.0001
H8 0.2779 1.6652 -2.0324  -0.0001
H9 1.3365 0.0701 -0.4669  0.0003
H10 -2.1024 -0.1700 1.8010  0.0022
H11 -3.2778 1.3845 0.3330  -0.0002
C15 4.5556 -1.9130 -0.2822  0.0118
C16 4.2479 -0.7770 0.4487  -0.0008
C17 3.0506 -0.7368 1.1307  0.0143
N4 2.1721 -1.7512 1.1180  0.0060
C18 2.4962 -2.8667 0.4435  0.0132
C19 3.6686 -2.9747 -0.2800  -0.0019
H12 5.4775 -1.9683 -0.8467  0.0006
H13 4.9103 0.0759 0.4868  -0.0003
H14 2.7552 0.1389 1.6932  0.0020
H15 1.7817 -3.6763 0.4839  0.0008
H16 3.8715 -3.8851 -0.8253  -0.0004
C20 -1.0158 -3.0426 -0.3372  0.0112
O4 -0.5127 -2.8546 0.9762  0.0212
H17 -1.3210 -4.0812 -0.4570  -0.0008
H18 -0.2716 -2.7979 -1.1002  0.0013
H19 -1.8839 -2.4003 -0.4950  -0.0014

HOMO-LUMO gap (spin up / spin down) in eV: 5.886 / 5.707
Total charge: 0
HOMO (spin up / spin down) in Eh: -0.265 / -0.265
Molecular weight in g/mol: 462.4
Energy in eV: -71721.084
ΔE to the lowest compared entry with this formula, charge and spin in eV: 0.000
Multiplicity: 3